<A>
This record from the Open Molecules 2025 dataset describes a cluster of 2 separate species, C10H17N2O2 in total. The level of theory is ωB97M-V/def2-TZVPD.

Geometry (Å):
O -0.46756 3.65802 -2.87196
O 0.69964 1.97087 -1.40723
N 0.92450 1.93778 -2.79606
N 0.28980 2.83272 -3.36874
C -0.63236 -0.36734 -0.84908
C 1.38271 -0.98316 0.58928
C 1.20869 0.41573 1.35683
C 0.89858 -0.77150 -0.79139
C 0.56077 -2.02011 1.42267
C -0.82529 0.74165 -0.03354
C -0.25984 0.74474 1.25644
C -1.32566 -1.49421 -0.03724
C -1.10102 -0.31944 2.09262
C -0.94602 -1.61503 1.41149
H -0.21775 1.76888 1.67096
H -2.16226 0.01190 2.04963
H -1.64977 -2.36795 1.78234
H -0.68007 -0.40947 3.12246
H -1.53209 1.56526 -0.33505
H 0.85931 -2.24583 2.39598
H -2.45360 -1.49001 -0.10245
H 0.93655 -1.71680 -1.36199
H 2.36386 -1.45520 0.37486
H 0.86708 -2.90584 0.90206
H 1.36421 0.05731 -1.27200
H 1.75772 1.15148 0.73629
H 0.56621 2.84226 -4.38097
H -0.94952 -0.37455 -1.93393
H 0.06666 2.74792 -1.32839
H 1.55107 0.48473 2.36763
H -1.09455 -2.39482 -0.66153

Results
- gap between HOMO and LUMO (eV) = 8.6
- total charge = +1
- HOMO energy (Eh) = -0.5078

=====

<B>
This record from the Open Molecules 2025 dataset describes the ion C10H17N2O2 with charge +1. The level of theory is ωB97M-V/def2-TZVPD.

Geometry (Å):
O 0.61446 -1.99673 0.00904
O 1.03329 0.19241 0.21135
N -2.15048 -1.06432 0.38539
N -1.09452 -0.34814 -0.15104
C 3.15592 -0.55416 1.18884
C -2.87056 0.87602 -0.39101
C 0.40137 -0.84686 0.02750
C -3.79909 2.06391 -0.59546
C -2.18179 -2.45805 0.75773
C 2.82655 -0.27729 -1.33810
C 2.52140 0.22879 0.05775
C -3.19061 -0.26564 0.30633
C 2.77406 1.76276 0.24692
C -1.49737 0.84833 -0.63402
H -4.41171 1.99328 -1.56103
H 2.37083 2.04291 1.14771
H 2.43138 2.27888 -0.56832
H -3.16409 -2.81692 0.85554
H 2.75979 -1.58905 1.20285
H 2.34658 0.31685 -2.07362
H 3.85200 -0.19404 -1.45314
H -1.70290 -2.99410 0.02402
H -4.19511 -0.71342 0.50694
H 2.77351 -0.12764 2.13981
H -3.10511 2.84240 -0.78786
H -4.43194 2.09584 0.34183
H -1.60491 -2.68532 1.73302
H 2.33372 -1.19939 -1.53102
H 4.17926 -0.55944 1.02184
H -0.92641 1.30395 -1.36463
H 3.95248 1.84417 0.28482

Results
- gap between HOMO and LUMO (eV) = 10.2
- total charge = +1
- HOMO energy (Eh) = -0.5019

=====

Stability check: which of them is most stable? <B>.

=====

<A>
This record from the Open Molecules 2025 dataset describes an isolated molecule of C4H7NOS2. The level of theory is ωB97M-V/def2-TZVPD.

Geometry (Å):
S 2.96029 -0.60042 -0.25842
S -3.09922 -0.76454 -0.06222
O -0.29980 1.80594 0.12318
N -1.53780 -0.12147 -0.15460
C 1.58616 0.33857 0.56046
C 1.35483 -1.16107 0.44738
C -1.37601 1.08029 0.19618
C 0.84898 1.14863 -0.44638
H -2.71145 -2.00149 -0.47585
H 0.62506 -1.48334 -0.24078
H -2.18567 1.73186 0.59124
H 1.48808 1.99755 -0.81151
H 1.79781 0.70388 1.53639
H 1.39611 -1.71922 1.40070
H 0.49200 0.57445 -1.31904

Results
- gap between HOMO and LUMO (eV) = 9.4
- total charge = 0
- HOMO energy (Eh) = -0.3183

=====

<B>
This record from the Open Molecules 2025 dataset describes an isolated molecule of C4H7NOS2. The level of theory is ωB97M-V/def2-TZVPD.

Geometry (Å):
S -1.31832 2.33419 0.87257
S 1.08043 -1.23051 -1.52896
O -0.35993 -0.77879 1.18476
N -0.98566 -1.59984 0.27630
C -0.51036 -1.79325 -0.87037
C 0.60368 0.27496 0.72960
C 1.70418 -0.41933 -0.04882
C -0.15770 1.36856 -0.06520
H -0.47744 2.80872 1.80578
H 0.52149 2.02856 -0.58700
H -1.17963 -2.37525 -1.56478
H 1.00454 0.64716 1.64614
H -0.76135 0.90001 -0.84585
H 2.43858 0.30483 -0.42306
H 2.20026 -1.12922 0.58756

Results
- gap between HOMO and LUMO (eV) = 9.6
- total charge = 0
- HOMO energy (Eh) = -0.3305

=====

Stability check: which of them is most stable? <A>.

=====

<A>
This record from the Open Molecules 2025 dataset describes an isolated molecule of C3H4N2O2S. The level of theory is ωB97M-V/def2-TZVPD.

Geometry (Å):
S 1.71568 0.43069 0.16792
O 1.96069 1.15412 -2.50495
O -0.28943 -1.74704 -1.00630
N -0.93226 -0.24276 0.50625
N 0.03610 0.81816 2.31110
C -1.20551 -1.20795 -0.37176
C 0.33726 0.20833 1.14030
C 1.26520 0.58098 -1.67210
H 0.19030 0.29606 -1.74120
H -1.56031 -0.05618 1.19636
H -2.45858 -1.30177 -0.59122
H 0.94089 1.06736 2.56562

Results
- gap between HOMO and LUMO (eV) = 9.5
- total charge = 0
- HOMO energy (Eh) = -0.3629

=====

<B>
This record from the Open Molecules 2025 dataset describes a cluster of 2 separate species, C3H4N2O2S in total. The level of theory is ωB97M-V/def2-TZVPD.

Geometry (Å):
S -0.13660 1.76000 -0.08493
O -2.77635 0.36400 -0.02765
O -1.62932 -1.40033 0.57486
N -1.79076 -0.34295 -0.04244
N 0.50649 -0.78324 -0.36073
C 1.36025 1.13691 0.65644
C 1.48798 -0.19398 0.41676
C -0.55325 0.09549 -0.62821
H -0.80228 -0.06694 -2.14567
H 2.41776 -0.76941 0.73242
H 1.91690 1.86801 1.19392
H -0.00083 -1.66757 -0.28478

Results
- gap between HOMO and LUMO (eV) = 7.5
- total charge = 0
- HOMO energy (Eh) = -0.2991

=====

<C>
This record from the Open Molecules 2025 dataset describes an isolated molecule of C3H4N2O2S. The level of theory is ωB97M-V/def2-TZVPD.

Geometry (Å):
S -0.04455 -1.09368 -0.07303
O -2.68696 -0.81936 0.04308
O 2.69890 -0.62897 0.09666
N 2.06499 0.60910 0.02928
N -0.05678 1.53388 -0.21166
C 0.79799 0.46118 -0.06910
C -1.62381 -0.25596 0.02968
C -1.43737 1.25431 0.12228
H 0.34320 2.44185 0.10961
H -1.71649 1.55228 1.14650
H -2.12339 1.72119 -0.59622
H 3.63561 -0.38788 0.17007

Results
- gap between HOMO and LUMO (eV) = 9.5
- total charge = 0
- HOMO energy (Eh) = -0.3228

=====

Stability check: which of them is most stable? <C>.

=====

<A>
This record from the Open Molecules 2025 dataset describes an isolated molecule of C11H15NO. The level of theory is ωB97M-V/def2-TZVPD.

Geometry (Å):
O 3.66799 0.80902 0.30923
N -4.07902 -0.54314 0.73893
C 0.01683 0.65905 -0.13933
C 1.34977 1.10345 0.12885
C 2.40465 0.21060 0.09574
C -2.68653 -0.06047 0.45810
C 2.17343 -1.06419 -0.40416
C 0.88190 -1.54594 -0.43165
C -2.45661 0.91789 -0.59298
C -1.65972 -1.23979 0.09714
C 4.63575 -0.19272 0.40220
C -1.13623 1.65817 -0.36035
C -0.25507 -0.72024 -0.17685
H -2.09634 -1.73684 -0.76341
H 3.09000 -1.66237 -0.53469
H 0.51483 -2.57311 -0.72834
H -4.69975 0.33106 0.78825
H 1.47584 2.17475 0.39582
H -2.42161 0.59607 1.41740
H -1.24695 2.16189 0.65253
H 4.60069 -0.66995 -0.51087
H -3.20341 1.69335 -0.53014
H 5.52116 0.36092 0.28521
H -4.02365 -0.63417 -0.22913
H -1.51520 -2.00968 0.87910
H -0.90672 2.40954 -1.00839
H -2.49576 0.41069 -1.51555
H 4.54971 -0.84384 1.27735

Results
- gap between HOMO and LUMO (eV) = 9.2
- total charge = 0
- HOMO energy (Eh) = -0.3063

=====

<B>
This record from the Open Molecules 2025 dataset describes a cluster of 2 separate species, C11H15NO in total. The level of theory is ωB97M-V/def2-TZVPD.

Geometry (Å):
O -0.15707 -2.91026 1.73248
N 1.23643 -0.96772 -0.88578
C 2.14871 0.00634 -0.45950
C 0.01619 -1.56001 2.11838
C 2.03754 2.57803 0.00055
C -2.17342 0.21065 -1.67026
C 0.14352 1.08238 -0.68984
C -2.05993 1.61020 -1.32719
C -0.93936 1.98402 -0.72229
C -0.79870 -1.23404 3.30732
C -1.21593 -0.84192 -1.66678
C 1.52046 1.25710 -0.38147
C 0.03198 -0.32798 -1.15345
H -1.48043 -2.08276 3.47768
H -2.84908 2.27645 -1.56708
H 1.33055 3.25972 -0.34124
H 1.60218 -1.73641 -1.36610
H 2.20877 2.94835 1.09460
H -1.27362 -1.87396 -2.02472
H 1.05055 -1.42339 2.50316
H -0.06425 -1.06909 4.20475
H -3.20411 -0.23945 -1.93116
H -0.78920 -2.92454 0.89360
H 3.10640 -0.10834 0.08971
H 3.04602 2.75359 -0.52289
H -0.15588 -0.99778 1.23358
H -0.65256 3.12663 -0.69321
H -1.54019 -0.44154 3.15726

Results
- gap between HOMO and LUMO (eV) = 8.6
- total charge = 0
- HOMO energy (Eh) = -0.2896

=====

Stability check: which of them is most stable? <B>.